This record from the OMol25 dataset describes a 2-piece molecular cluster, C3H3F3O2 overall at a distorted geometry. The level of theory is ωB97M-V/def2-TZVPD.

Each line ends with the Löwdin charge.
Cartesian coordinates (Å):
C (-1.61874, 0.98781, 0.92716)  -0.0307
C (1.52842, 0.60736, -0.37440)  -0.3447
C (0.32368, -0.22922, 0.00225)  -0.3193
O (-2.46317, 1.31627, 0.18878)  0.0730
O (-0.17910, -0.89944, -1.06884)  0.0660
F (2.50541, 0.51622, 0.55086)  0.0801
F (1.20881, 1.92157, -0.46433)  0.0639
F (0.54016, -1.04272, 1.07758)  0.0402
H (-1.47484, 1.09551, 1.99858)  0.0825
H (1.92673, 0.29303, -1.35492)  0.1675
H (-0.90655, -1.47440, -0.80013)  0.1214

Force components x, y, z for each atom (eV/Å):
C 2.230 -0.945 -2.146
C 0.352 0.048 -0.621
C -2.888 0.673 1.343
O 0.047 -0.142 0.540
O 0.603 0.142 0.100
F -0.010 -0.233 0.190
F -0.296 0.102 -0.057
F 0.289 -0.006 -0.341
H -0.224 0.121 0.602
H -0.115 0.049 0.299
H 0.011 0.190 0.092

The calculation puts the HOMO energy (spin up / spin down) at -8.340 / -8.270 eV. The charge is 0.

This record from the OMol25 dataset describes a single C9H15N molecule at a distorted geometry. The level of theory is ωB97M-V/def2-TZVPD.

Each line ends with the Löwdin charge.
Cartesian coordinates (Å):
C (2.57851, -1.15285, 0.14821)  -0.0918
C (1.50536, 1.02004, -0.40646)  -0.1976
C (0.10392, 1.78463, -0.41939)  -0.1122
C (-1.06001, 1.10944, 0.45223)  -0.2495
C (-2.31565, 0.34785, -0.23613)  -0.1177
C (-2.18590, -1.21790, -0.31724)  -0.0856
C (-0.97024, -1.87733, -0.33971)  -0.0250
C (0.07185, -0.78949, -0.20235)  -0.3186
C (-0.28200, -0.04895, 1.10756)  -0.1354
H (2.44693, -2.22792, -0.03481)  0.0839
H (2.67528, -0.98770, 1.22824)  0.0740
H (3.52390, -0.85425, -0.31989)  0.0798
H (2.12666, 1.43076, -1.23428)  0.1175
H (2.06286, 1.31208, 0.52475)  0.1113
H (-0.17592, 1.88319, -1.47337)  0.1012
H (0.33392, 2.80579, -0.05479)  0.1088
H (-1.44386, 1.78987, 1.20998)  0.1164
H (-3.22888, 0.53224, 0.30716)  0.0909
H (-2.59252, 0.79472, -1.18784)  0.1017
H (-3.12289, -1.73089, -0.57660)  0.0957
H (-0.88132, -2.93496, -0.08491)  0.0992
H (-0.31128, -0.24547, -1.07494)  0.1155
H (-0.88519, -0.64465, 1.80330)  0.1183
H (0.54855, 0.34770, 1.70199)  0.1099
N (1.47793, -0.44596, -0.52069)  -0.1909

Force components x, y, z for each atom (eV/Å):
C -0.448 0.102 -0.640
C 0.711 0.914 0.391
C 0.065 -0.275 -0.142
C 0.189 -1.048 0.352
C 1.187 -0.378 -0.103
C 1.024 -0.287 -1.453
C -1.482 0.764 1.003
C 0.712 0.902 -0.142
C -0.933 0.667 0.366
H 0.066 0.272 0.101
H -0.196 0.152 0.155
H -0.134 -0.023 0.090
H -0.416 -0.164 0.385
H -0.491 -0.189 -0.491
H -0.233 0.079 0.158
H -0.278 -0.504 -0.131
H -0.073 0.331 -0.160
H -0.165 0.094 0.781
H 0.402 -0.116 -0.550
H 0.373 -0.025 0.803
H -0.007 0.119 -0.661
H -0.138 0.356 0.689
H 0.025 0.095 -0.289
H 0.165 -0.221 -0.381
N 0.073 -1.616 -0.129

The calculation puts the HOMO energy at -7.880 eV. The charge is 0. Its SMILES is CN1CC[C@H]2CC=C[C@H]1C2.

This record from the OMol25 dataset describes CH6N as an isolated structure at a distorted geometry. The level of theory is ωB97M-V/def2-TZVPD.

Each line ends with the Löwdin spin population.
Cartesian coordinates (Å):
C (0.39507, 0.98953, 0.59193)  -0.0158
N (-0.35361, -0.94163, -0.66143)  0.9616
H (1.21603, 0.46145, 1.18593)  -0.0037
H (0.69862, 1.98389, 0.26345)  0.0017
H (-0.34878, 1.07190, 1.39867)  -0.0034
H (0.02077, -1.85769, -0.80291)  0.0231
H (-1.32044, -0.99416, -0.89557)  0.0237
H (-0.16133, -0.01116, -0.07120)  0.0129

Force components x, y, z for each atom (eV/Å):
C 4.449 4.062 7.057
N -1.083 2.474 0.684
H -0.167 -0.699 -2.053
H -0.228 -0.085 -2.336
H -2.228 -0.810 -1.050
H 2.609 -1.344 0.383
H -2.141 0.739 -0.569
H -1.211 -4.336 -2.116

The spin multiplicity is 2. The calculation puts the HOMO energy (spin up / spin down) at -27.603 / -27.625 eV. The charge is +2.

| no. | calculated total energy (Eh) |
| --- | --- |
| 1 | -566.0738 |
| 2 | -406.5420 |
| 3 | -95.3322 |